Density functional theory data (ωB97M-V/def2-TZVPD) for a structure of composition C30H42N8O2Ru at a distorted geometry.

Geometry (Å):
Ru 0.285 -0.207 -0.043
C -1.169 -1.600 3.143
C -2.366 -1.665 2.438
C -2.374 -2.043 1.101
C -1.187 -2.393 0.465
C 0.024 -2.356 1.185
C 0.026 -1.933 2.522
H -1.170 -1.337 4.193
H -3.302 -1.461 2.943
H -3.315 -2.121 0.570
H -1.218 -2.843 -0.520
H 0.892 -2.872 0.786
H 0.947 -1.937 3.093
O 7.169 1.408 -0.256
C 6.813 0.144 0.230
C 5.325 0.081 0.359
C 4.677 -1.083 0.771
C 3.303 -1.095 0.832
N 2.542 -0.031 0.533
C 3.160 1.118 0.202
C 4.538 1.193 0.081
C 2.307 2.303 -0.018
C 2.807 3.588 0.123
C 1.983 4.684 -0.108
C 2.533 6.072 0.019
O 3.742 6.008 0.730
C 0.657 4.436 -0.455
C 0.223 3.128 -0.536
N 1.022 2.077 -0.329
H 8.124 1.475 -0.344
H 7.247 -0.060 1.218
H 7.143 -0.662 -0.437
H 5.234 -1.970 1.044
H 2.787 -1.995 1.144
H 5.019 2.109 -0.230
H 3.825 3.762 0.438
H 1.799 6.720 0.510
H 2.679 6.467 -0.996
H 4.119 6.888 0.822
H -0.036 5.245 -0.643
H -0.811 2.909 -0.758
C 1.738 -2.537 -2.138
N 1.499 -1.654 -3.249
C 2.070 -1.939 -4.563
C 1.504 -0.807 -5.424
N 0.626 -0.074 -4.507
C 0.043 1.178 -4.972
C 0.630 -0.618 -3.283
N -0.122 -0.271 -2.233
C -1.284 0.588 -2.441
C -2.302 0.453 -1.314
N -1.743 0.810 -0.013
C -2.478 1.340 0.952
N -1.952 1.768 2.133
C -0.574 1.826 2.539
C -2.957 2.354 3.012
C -4.233 2.258 2.181
N -3.809 1.555 0.968
C -4.829 1.293 -0.039
H 2.755 -2.923 -2.202
H 1.044 -3.383 -2.123
H 1.648 -1.980 -1.206
H 1.748 -2.921 -4.910
H 3.159 -1.931 -4.519
H 0.936 -1.175 -6.277
H 2.279 -0.140 -5.803
H 0.630 1.521 -5.821
H 0.087 1.951 -4.208
H -0.986 1.051 -5.308
H -1.804 0.302 -3.359
H -0.987 1.636 -2.529
H -2.662 -0.582 -1.302
H -3.129 1.103 -1.591
H -0.132 2.808 2.346
H 0.024 1.079 2.019
H -0.505 1.619 3.606
H -2.695 3.385 3.257
H -3.021 1.798 3.950
H -4.639 3.238 1.927
H -5.019 1.694 2.683
H -5.799 1.362 0.448
H -4.743 0.292 -0.456
H -4.815 2.034 -0.841

Values from the calculation:
Orbital gap (alpha / beta)   0.3214 / 0.2180 Eh
HOMO level (alpha / beta)   -0.61482 / -0.61215 hartree
Total energy   -50363.812 eV
Energy above the lowest of the compared OMol25 structures with the same formula, charge and spin   66.2 kJ/mol
Net charge   +3
Spin multiplicity   6
Max |F|   0.0375 Eh/bohr

***

Density functional theory data (ωB97M-V/def2-TZVPD) for a cluster of 2 separate species, ClH3S in total.

Geometry (Å):
H 0.639 -2.236 0.220
H 0.871 -0.784 1.493
H 0.168 0.650 -0.465
S -0.096 -1.657 1.176
Cl -0.008 1.699 -1.180

Values from the calculation:
Orbital gap   0.4038 Eh
HOMO level   -0.37774 hartree
Total energy   -23406.350 eV
Energy above the lowest of the compared OMol25 structures with the same formula, charge and spin   2.4 kJ/mol
Max |F|   0.0029 Eh/bohr

***

Density functional theory data (ωB97M-V/def2-TZVPD) for a structure of composition C22H39CrN7OSSe2 at a distorted geometry.

Geometry (Å):
Cr -0.205 -0.061 0.315
C 2.692 2.507 4.145
N 1.467 2.342 3.353
C 0.246 3.013 3.803
C 1.424 1.605 2.250
N 0.346 1.465 1.502
N 2.606 0.992 1.869
C 2.774 -0.060 1.000
N 4.045 -0.422 0.800
N 1.760 -0.653 0.429
H 2.430 2.906 5.119
H 3.382 3.210 3.674
H 3.184 1.551 4.326
H 0.433 3.485 4.760
H -0.559 2.288 3.939
H -0.069 3.794 3.107
H -0.409 2.057 1.827
H 3.437 1.318 2.335
H 4.820 0.033 1.256
H 4.278 -1.197 0.203
H 2.058 -1.432 -0.145
C -1.262 -3.059 2.544
Se -0.875 -1.157 2.585
C -2.741 -0.528 2.737
C -3.442 -0.445 1.399
Se -2.564 0.903 0.264
C -3.529 0.572 -1.379
H -1.553 -3.360 3.548
H -0.354 -3.585 2.260
H -2.058 -3.272 1.841
H -2.706 0.446 3.225
H -3.241 -1.228 3.404
H -4.478 -0.136 1.537
H -3.426 -1.397 0.869
H -4.592 0.600 -1.154
H -3.241 -0.383 -1.810
H -3.283 1.386 -2.055
O -0.794 -1.605 -0.879
S -1.020 -3.124 -1.030
C 0.100 -3.614 -2.394
C -0.038 -2.782 -3.627
C -0.786 -3.250 -4.705
C -0.871 -2.506 -5.873
C -0.218 -1.286 -5.970
C 0.521 -0.809 -4.896
C 0.612 -1.553 -3.729
C -2.613 -3.189 -1.897
C -3.098 -4.590 -2.150
C -3.786 -4.852 -3.332
C -4.333 -6.105 -3.556
C -4.188 -7.108 -2.608
C -3.487 -6.859 -1.436
C -2.944 -5.605 -1.207
H -0.134 -4.667 -2.567
H 1.098 -3.543 -1.957
H -1.285 -4.210 -4.637
H -1.434 -2.890 -6.714
H -0.268 -0.717 -6.888
H 1.051 0.132 -4.985
H 1.223 -1.200 -2.903
H -2.487 -2.625 -2.823
H -3.297 -2.649 -1.236
H -3.905 -4.068 -4.072
H -4.871 -6.302 -4.474
H -4.623 -8.084 -2.777
H -3.367 -7.645 -0.703
H -2.397 -5.418 -0.288
N -0.577 2.283 -1.495
N 0.215 1.081 -1.523
H -0.569 2.739 -2.404
H -0.154 2.928 -0.839
H 1.192 1.286 -1.723
H -0.120 0.517 -2.304

Values from the calculation:
Orbital gap (alpha / beta)   0.2484 / 0.2605 Eh
HOMO level (alpha / beta)   -0.58031 / -0.58034 hartree
Total energy   -205852.747 eV
Energy above the lowest of the compared OMol25 structures with the same formula, charge and spin   35.4 kJ/mol
Net charge   +3
Spin multiplicity   4
Max |F|   0.0234 Eh/bohr

***

Density functional theory data (ωB97M-V/def2-TZVPD) for a structure of composition C4H9N3 at a distorted geometry.

Geometry (Å):
C 0.532 2.400 0.055
C -0.936 -0.596 0.485
C -0.737 -1.956 0.018
C 0.607 -1.355 -0.407
H -0.367 2.191 -1.658
H 0.996 3.030 0.992
H 1.325 0.887 1.078
H -1.986 -0.345 0.199
H -0.721 -0.247 1.646
H -0.782 -2.790 0.695
H -1.382 -2.015 -0.997
H 0.954 -1.571 -1.513
H 1.369 -1.570 0.378
N 0.000 2.962 -0.949
N 1.005 1.003 0.177
N 0.124 -0.028 -0.197

Values from the calculation:
Orbital gap   0.3571 Eh
HOMO level   -0.32227 hartree
Total energy   -8759.945 eV
Energy above the lowest of the compared OMol25 structures with the same formula, charge and spin   441.9 kJ/mol
Max |F|   0.1579 Eh/bohr

***

Density functional theory data (ωB97M-V/def2-TZVPD) for the molecule C4H4N2 at a distorted geometry.

Geometry (Å):
N -0.491 -1.554 -0.707
C 0.033 0.604 0.769
C 0.231 -0.600 -0.093
C 1.313 0.059 0.187
C -0.588 1.794 0.181
N -1.079 2.721 -0.312
H -0.150 -2.022 -1.527
H -1.424 -1.759 -0.396
H -0.206 0.484 1.829
H 2.361 0.274 0.069

Values from the calculation:
Orbital gap   0.3616 Eh
HOMO level   -0.33468 hartree
Total energy   -7190.342 eV
Energy above the lowest of the compared OMol25 structures with the same formula, charge and spin   226.4 kJ/mol
Max |F|   0.0215 Eh/bohr

***

Density functional theory data (ωB97M-V/def2-TZVPD) for a cluster of 2 separate species, CH5ClNP in total at a distorted geometry.

Geometry (Å):
C 0.219 1.479 -0.183
N 0.771 -1.881 0.211
P -0.751 0.187 0.860
Cl -2.130 -0.302 -0.496
H -0.240 2.475 -0.159
H 0.392 1.205 -1.154
H 1.077 1.360 0.430
H 0.122 -2.128 -0.536
H 0.541 -2.395 1.026

Values from the calculation:
Orbital gap (alpha / beta)   0.3215 / 0.2910 Eh
HOMO level (alpha / beta)   -0.34995 / -0.31172 hartree
Total energy   -24417.312 eV
Energy above the lowest of the compared OMol25 structures with the same formula, charge and spin   297.4 kJ/mol
Max |F|   0.0708 Eh/bohr